The following is a quantum chemistry calculation of 2 unconnected molecules or ions with the total composition C2H9NO, from the Open Molecules 2025 dataset.

Last column: Löwdin charge in e.
CARTESIAN COORDINATES (ANGSTROEM)
C1 -0.89 -2.55 -1.69  -0.148
N1 -0.19 -1.28 -1.64  -0.201
C2 -0.46 -0.41 -0.51  -0.163
H1 -1.32 -2.71 -2.68  0.069
H2 -0.22 -3.36 -1.39  0.070
H3 -1.74 -2.55 -1.00  0.068
H4 -0.20 -0.79 -2.52  0.088
H5 -1.43 0.11 -0.52  0.072
H6 0.30 0.39 -0.50  0.073
H7 -0.30 -0.96 0.40  0.072
H8 0.77 3.69 3.85  0.038
H9 1.21 3.36 2.44  0.032
O1 1.56 3.68 3.28  -0.070

The calculation puts the total energy at -5756.850 eV. The calculation puts the LUMO energy at 0.720 eV. Its highest occupied orbital energy is -8.54 eV. Its spin multiplicity is 1. The SMILES is CNC.O.

***

The following is a quantum chemistry calculation of a molecular structure, C21H42AsBiN6PSi3, from the Open Molecules 2025 dataset.

Last column: Löwdin charge in e.
CARTESIAN COORDINATES (ANGSTROEM)
Bi1 -0.31 -0.85 -0.64  1.642
C1 -0.51 -2.62 5.16  0.036
N1 -0.51 -1.66 4.00  -0.077
C2 -0.59 -0.26 4.13  0.020
C3 -0.28 0.21 2.88  -0.128
N2 -0.04 -0.82 1.99  -0.079
C4 -0.25 -1.96 2.68  -0.425
P1 -0.30 -3.71 1.99  1.152
C5 1.07 -3.81 0.78  -0.478
N3 1.26 -3.01 -0.30  -0.095
C6 2.28 -3.54 -1.00  -0.133
C7 2.75 -4.67 -0.37  0.011
N4 1.91 -4.86 0.74  -0.103
C8 2.11 -5.94 1.74  0.015
C9 -1.80 -3.79 0.95  -0.429
N5 -2.00 -2.89 -0.11  -0.107
C10 -3.07 -3.36 -0.80  -0.137
C11 -3.54 -4.50 -0.25  -0.010
N6 -2.73 -4.77 0.83  -0.100
C12 -2.77 -6.05 1.62  0.038
H1 -1.09 -2.23 5.96  0.094
H2 0.50 -2.81 5.47  0.102
H3 -0.91 -3.55 4.79  0.063
H4 -0.88 0.25 5.03  0.144
H5 -0.13 1.25 2.59  0.105
H6 2.72 -2.98 -1.82  0.122
H7 3.59 -5.36 -0.61  0.161
H8 1.15 -6.41 1.88  0.075
H9 2.48 -5.51 2.71  0.119
H10 2.87 -6.62 1.35  0.108
H11 -3.47 -2.80 -1.63  0.121
H12 -4.39 -5.08 -0.49  0.135
H13 -1.81 -6.54 1.40  0.095
H14 -3.67 -6.60 1.28  0.118
H15 -2.79 -5.81 2.69  0.097
C13 -1.00 5.62 -0.75  -0.189
Si1 -0.67 4.04 0.38  0.494
C14 0.45 4.45 1.95  -0.184
C15 -2.43 3.30 0.97  -0.213
As1 0.14 2.16 -1.09  0.652
Si2 -0.93 2.27 -3.24  0.290
C16 -2.84 2.35 -2.91  -0.197
C17 -0.46 3.81 -4.25  -0.187
C18 -0.50 0.84 -4.35  -0.214
Si3 2.60 2.37 -1.17  0.296
C19 3.29 1.77 0.45  -0.198
C20 3.40 1.59 -2.67  -0.185
C21 3.09 4.18 -1.26  -0.212
H16 -0.09 5.83 -1.30  0.005
H17 -1.29 6.50 -0.09  0.077
H18 -1.79 5.51 -1.48  0.017
H19 -0.19 4.44 2.83  0.032
H20 0.89 5.46 1.86  0.049
H21 1.23 3.71 2.08  -0.010
H22 -2.68 3.88 1.85  0.025
H23 -2.43 2.27 1.28  -0.007
H24 -3.21 3.47 0.25  0.018
H25 -3.37 3.30 -2.97  0.046
H26 -3.11 1.85 -1.97  0.010
H27 -3.24 1.73 -3.68  0.012
H28 -1.39 4.24 -4.71  0.070
H29 0.27 3.53 -5.01  0.040
H30 -0.03 4.56 -3.59  0.009
H31 -0.39 -0.11 -3.85  -0.018
H32 0.50 0.95 -4.71  0.027
H33 -1.16 0.68 -5.19  0.063
H34 3.44 0.73 0.54  0.020
H35 2.60 2.01 1.28  0.026
H36 4.17 2.28 0.58  0.017
H37 2.79 0.80 -3.06  0.004
H38 4.31 1.22 -2.35  0.012
H39 3.61 2.35 -3.46  0.069
H40 2.58 4.86 -0.49  0.056
H41 2.85 4.61 -2.25  0.042
H42 4.19 4.26 -1.10  0.063

The calculation puts the total energy at -130974.841 eV. The calculation puts the LUMO energy at -11.078 eV. Its highest occupied orbital energy is -16.76 eV. Its charge is +3. Its spin multiplicity is 1.

***

The following is a quantum chemistry calculation of a molecular structure, C2H3I2NO, from the Open Molecules 2025 dataset.

Last column: Löwdin charge in e.
CARTESIAN COORDINATES (ANGSTROEM)
C1 -0.35 -0.54 -0.06  -0.793
C2 0.23 0.62 -0.81  -1.232
N1 -0.18 -0.58 1.28  0.131
O1 -0.68 -1.53 -0.72  -0.055
I1 0.51 0.09 -2.90  0.784
I2 -0.35 2.55 -0.25  0.799
H1 1.59 0.40 -0.16  0.194
H2 -0.13 0.27 1.80  0.067
H3 -0.65 -1.28 1.82  0.106

The calculation puts the total energy at -21859.760 eV. The calculation puts the LUMO energy at -0.445 eV. Its highest occupied orbital energy is -9.37 eV. Its spin multiplicity is 1.

***

The following is a quantum chemistry calculation of 2 unconnected molecules or ions with the total composition C9H14O, from the Open Molecules 2025 dataset.

Last column: Löwdin charge in e.
CARTESIAN COORDINATES (ANGSTROEM)
C1 1.28 0.61 2.43  -0.049
C2 -1.19 0.47 1.95  -0.045
C3 0.10 0.72 1.50  -0.290
C4 -2.33 0.62 1.15  -0.002
C5 -2.14 0.97 -0.18  -0.320
C6 0.26 1.08 0.15  -0.061
C7 -0.86 1.18 -0.67  -0.030
O1 -3.24 1.20 -0.99  0.027
H1 -1.31 0.19 2.98  0.107
H2 -3.27 0.32 1.55  0.112
H3 1.05 -0.04 3.26  0.070
H4 1.62 1.57 2.79  0.078
H5 1.20 1.06 -0.38  0.105
H6 -3.13 0.74 -1.83  0.101
H7 -0.67 1.26 -1.73  0.109
H8 2.12 0.16 1.88  0.076
C8 1.56 -1.11 -2.32  -0.172
C9 1.10 -1.95 -1.13  -0.153
H9 2.37 -0.45 -2.01  0.061
H10 1.81 -1.66 -3.22  0.061
H11 0.77 -0.42 -2.67  0.047
H12 1.83 -2.76 -1.06  0.065
H13 0.10 -2.35 -1.28  0.064
H14 0.99 -1.41 -0.19  0.038

The calculation puts the total energy at -11607.207 eV. The calculation puts the LUMO energy at 0.825 eV. Its highest occupied orbital energy is -8.66 eV. Its spin multiplicity is 1. The SMILES is Cc1ccc(O)cc1.CC.

***

The following is a quantum chemistry calculation of a molecular structure, CHFN2O, from the Open Molecules 2025 dataset.

Last column: Löwdin charge in e.
CARTESIAN COORDINATES (ANGSTROEM)
C1 0.79 -0.28 0.47  -0.374
N1 0.33 0.35 -0.51  0.072
N2 -0.77 -0.50 -0.52  0.121
O1 1.22 -0.87 1.38  0.160
F1 -1.85 0.13 0.19  -0.095
H1 0.29 1.17 -1.02  0.116

As for the expectation value of S²: 2.01. The calculation puts the total energy at -8789.477 eV. The calculation puts the LUMO energy (spin up / spin down) at 0.669 / -1.918 eV. Its highest occupied orbital energy (spin up / spin down) is -5.46 / -12.00 eV. Its spin multiplicity is 3.

***

The following is a quantum chemistry calculation of a molecular structure, C16H23FN2O, from the Open Molecules 2025 dataset.

Last column: Löwdin charge in e.
CARTESIAN COORDINATES (ANGSTROEM)
C1 1.36 5.54 2.93  -0.065
H1 0.49 5.94 3.05  -0.009
C2 1.30 4.36 1.86  -0.147
C3 0.30 3.46 2.12  -0.604
O1 -0.16 3.57 3.10  0.222
C4 0.06 2.53 1.09  -0.104
C5 0.71 2.60 -0.15  0.081
C6 0.73 1.43 -0.91  -0.188
C7 -0.21 0.41 -0.74  -0.073
N1 -0.45 -0.56 -1.85  -0.073
C8 -1.70 -1.47 -1.61  -0.080
H2 -1.84 -1.57 -2.67  0.103
C9 -1.03 -2.78 -1.28  -0.400
N2 0.10 -3.15 -1.43  -0.205
C10 0.69 -2.56 -2.72  -0.049
H3 1.47 -2.79 -3.05  -0.013
C11 0.64 -0.96 -2.79  -0.081
H4 0.53 -0.47 -3.67  0.083
H5 1.56 -0.89 -2.09  0.155
H6 -0.23 -2.81 -3.57  0.182
C12 0.57 -4.50 -1.30  -0.215
C13 0.19 -4.89 0.16  -0.075
H7 -0.78 -5.04 0.49  0.010
H8 0.75 -4.25 0.75  0.022
H9 0.90 -6.13 0.41  0.181
H10 1.51 -4.75 -1.70  0.091
H11 -0.09 -5.07 -2.15  0.157
H12 -1.35 -2.86 0.04  0.178
H13 -1.97 -3.47 -1.58  0.153
H14 -2.49 -1.00 -1.34  0.065
C14 -1.03 0.36 0.47  0.055
C15 -0.75 1.40 1.38  -0.116
C16 -1.75 1.26 2.59  -0.012
H15 -2.28 0.49 2.45  -0.025
H16 -2.30 2.25 2.65  0.108
H17 -1.21 1.14 3.59  0.114
H18 -1.58 -0.43 0.62  0.042
F1 1.11 1.63 -2.21  0.024
H19 1.49 3.20 -0.22  0.067
H20 0.92 5.13 1.05  0.178
H21 2.17 4.04 1.55  0.066
H22 1.47 5.23 3.95  0.058
H23 2.20 6.42 2.74  0.138

The calculation puts the total energy at -24695.956 eV. The calculation puts the LUMO energy at 0.494 eV. Its highest occupied orbital energy is -7.78 eV. Its spin multiplicity is 1.

***

The following is a quantum chemistry calculation of 8 unconnected molecules or ions with the total composition C15H20Cl6O11, from the Open Molecules 2025 dataset.

Last column: Löwdin charge in e.
CARTESIAN COORDINATES (ANGSTROEM)
C1 1.75 1.70 -0.78  0.077
C2 2.92 2.20 -0.33  -0.246
C3 3.06 3.62 0.11  -0.323
O1 4.11 4.19 0.31  0.125
C4 1.79 4.36 0.17  0.048
C5 0.60 3.88 -0.11  -0.152
C6 0.45 2.43 -0.73  -0.280
O2 -0.60 1.95 -0.99  0.085
O3 -0.55 4.70 0.04  0.041
O4 4.05 1.53 -0.48  0.110
H1 1.73 0.70 -1.18  0.119
H2 1.88 5.39 0.48  0.140
H3 -1.27 4.38 -0.51  0.084
H4 4.76 1.85 0.08  0.131
C7 -2.44 -2.40 -2.73  0.048
C8 -3.60 -2.78 -3.33  -0.153
C9 -4.87 -1.96 -3.32  -0.350
O5 -5.87 -2.28 -3.90  0.144
C10 -4.71 -0.72 -2.61  0.087
C11 -3.48 -0.33 -2.13  -0.204
C12 -2.22 -1.06 -2.23  -0.290
O6 -1.05 -0.69 -1.89  0.051
O7 -3.25 0.92 -1.65  0.053
O8 -3.84 -4.10 -3.71  0.086
H5 -1.66 -3.15 -2.73  0.108
H6 -5.54 -0.03 -2.65  0.137
H7 -2.31 1.09 -1.64  0.045
H8 -2.98 -4.53 -3.73  0.106
O9 0.71 -2.26 3.72  -0.094
H9 0.95 -1.91 2.86  -0.040
H10 0.05 -2.93 3.53  -0.002
O10 3.97 -1.40 -0.88  -0.052
H11 3.20 -0.89 -0.63  -0.012
H12 4.39 -0.89 -1.56  0.028
O11 0.76 -1.29 0.72  -0.106
H13 0.42 -1.79 -0.02  -0.029
H14 0.33 -0.44 0.66  -0.038
C13 -2.16 1.87 2.14  -1.031
Cl1 -2.25 0.30 1.34  0.603
Cl2 -3.29 3.01 1.50  0.574
H15 -2.63 1.76 3.12  0.015
H16 -1.14 2.26 2.24  0.006
C14 1.35 -4.68 0.74  -0.984
Cl3 0.72 -5.35 2.22  0.555
Cl4 -0.08 -4.26 -0.24  0.527
H17 1.79 -3.72 1.01  0.012
H18 2.05 -5.32 0.20  0.046
C15 2.88 1.34 3.97  -0.979
Cl5 3.39 3.00 3.99  0.559
Cl6 1.37 0.95 3.02  0.553
H19 3.71 0.78 3.55  0.027
H20 2.68 0.98 4.98  0.032

The calculation puts the total energy at -113533.792 eV. The calculation puts the LUMO energy at -1.878 eV. Its highest occupied orbital energy is -9.62 eV. Its spin multiplicity is 1. The SMILES is O=C1C=C(O)C(=O)C=C1O.O=C1C=C(O)C(=O)C=C1O.ClCCl.ClCCl.ClCCl.O.O.O.

***

The following is a quantum chemistry calculation of a single C3H6N2OS2 molecule, from the Open Molecules 2025 dataset.

Last column: Löwdin charge in e.
CARTESIAN COORDINATES (ANGSTROEM)
C1 -2.22 -0.49 0.21  -0.086
C2 -0.77 -0.20 -0.02  -0.620
C3 2.63 -0.24 0.35  -0.813
H1 -2.82 -0.30 -0.70  0.101
H2 -2.36 -1.53 0.49  0.060
H3 -2.64 0.09 1.04  0.085
H4 1.96 -0.69 -1.52  0.099
H5 2.23 -0.31 1.37  0.055
H6 -0.74 2.75 -0.20  0.100
N1 1.83 -0.87 -0.53  -0.429
N2 -0.27 0.96 -0.19  -0.029
O1 -1.27 1.94 -0.19  -0.061
S1 0.37 -1.60 -0.11  0.963
S2 4.07 0.50 0.00  0.573

The calculation puts the total energy at -29904.365 eV. The calculation puts the LUMO energy at 0.460 eV. Its highest occupied orbital energy is -8.64 eV. Its spin multiplicity is 1. The SMILES is C/C(=N\O)SNC=S.